Entry 1:
C29H28Cl3GeN2OV | wB97M-V/def2-TZVPD

XYZ file:
```
65
Properties=species:S:1:pos:R:3:forces:R:3
V 0.47759 -0.94629 2.04901 -0.3 0.5 -0.3
Cl 3.33183 -3.92012 6.35125 0.0 0.0 0.0
C 2.53403 -3.66329 4.82927 -0.2 0.1 0.0
C 1.26965 -3.11352 4.79133 0.3 -0.1 0.1
C 0.69542 -2.90677 3.54757 -0.4 -0.5 0.5
Cl -1.01056 -2.44825 3.49370 0.1 0.2 -0.1
C 1.29091 -3.24346 2.30899 0.4 0.2 0.1
O 0.73364 -2.90000 1.20345 -0.2 0.1 -0.4
C 2.58435 -3.82034 2.43447 0.0 0.0 0.0
Cl 3.39754 -4.25822 0.96898 0.0 0.0 0.1
C 3.18715 -4.02992 3.65564 0.1 0.0 -0.1
H 0.73087 -2.84942 5.68798 0.0 0.0 0.1
H 4.17525 -4.46888 3.70898 -0.1 0.0 -0.1
C -0.31101 0.59930 1.59895 0.3 -0.5 0.1
Ge 0.31956 1.51938 0.07812 -0.1 0.3 -0.3
C 2.12286 0.73838 -0.17668 0.0 -0.1 0.2
C 2.86954 0.67260 -1.34828 0.0 0.0 -0.1
C 4.06913 -0.02900 -1.39353 0.0 0.0 0.0
C 4.54530 -0.69411 -0.27088 0.0 0.0 0.0
C 3.82215 -0.63870 0.91291 0.0 0.0 -0.1
C 2.63011 0.07340 0.94421 0.1 0.0 0.1
C 0.44299 3.49102 0.25474 0.0 -0.1 0.0
C 0.80806 4.34078 -0.78882 0.1 -0.1 -0.2
C 0.91039 5.71234 -0.60078 0.0 0.0 0.0
C 0.64784 6.26215 0.64907 0.0 0.0 0.0
C 0.28662 5.43073 1.70102 0.0 0.0 0.0
C 0.18855 4.05847 1.50108 -0.1 0.0 0.1
C -0.54777 1.24896 -1.70747 0.0 0.2 0.1
C -1.40025 2.21457 -2.24785 0.0 0.0 0.0
C -1.95341 2.07222 -3.51756 -0.1 0.0 0.0
C -1.66349 0.94909 -4.28214 0.0 0.0 0.1
C -0.83476 -0.03722 -3.75358 0.0 0.0 0.0
C -0.29135 0.11699 -2.48267 0.1 -0.1 0.0
H 2.51246 1.16453 -2.24986 0.0 0.0 0.1
H 4.63520 -0.06049 -2.31867 0.0 0.0 0.1
H 5.47456 -1.24925 -0.31771 0.0 0.0 0.0
H 4.17449 -1.15028 1.80016 0.0 0.0 0.0
H 2.14129 0.26887 1.91546 0.0 0.0 0.1
H 1.01878 3.93300 -1.77567 0.0 0.0 0.1
H 1.19913 6.35179 -1.42837 0.0 0.0 0.1
H 0.72926 7.33305 0.79969 0.0 -0.1 0.0
H 0.08219 5.84913 2.67997 0.0 0.0 0.0
H -0.09426 3.40736 2.32418 0.0 0.0 0.0
H -1.61114 3.11873 -1.68386 0.0 0.0 0.0
H -2.59369 2.85213 -3.91633 0.0 0.0 0.0
H -2.06681 0.84897 -5.28234 0.0 0.0 0.0
H -0.58384 -0.91256 -4.34367 0.0 0.0 0.0
H 0.36684 -0.65659 -2.09418 0.0 0.0 0.0
N -4.15592 -1.93614 -1.72633 0.1 0.0 -0.1
C -3.93406 -0.45884 -1.46624 0.0 0.0 0.0
C -3.39387 -0.32349 -0.05720 0.0 -0.1 0.1
N -2.22976 -1.13935 0.03957 -0.1 -0.3 -0.2
C -2.43410 -2.54245 -0.10004 0.0 -0.1 -0.1
C -2.92537 -2.79118 -1.51587 0.0 0.0 0.1
H -4.50184 -2.06576 -2.67216 0.0 0.0 -0.1
H -4.88326 -2.26311 -1.09230 -0.1 -0.1 0.1
H -4.89327 0.03115 -1.62833 0.0 0.0 0.0
H -3.20575 -0.12102 -2.19804 0.1 0.1 -0.1
H -4.19144 -0.59641 0.66335 0.0 0.0 0.0
H -3.12479 0.71303 0.14405 0.0 0.0 -0.1
H -1.50777 -0.81902 0.68861 0.1 0.3 0.2
H -3.16709 -2.97865 0.61007 0.0 0.1 0.0
H -1.48965 -3.06722 0.05542 0.0 0.0 0.0
H -3.21484 -3.82222 -1.71242 0.0 0.0 0.0
H -2.19044 -2.45060 -2.24140 0.0 0.0 0.0
```
Positions in Å, forces in eV/Å.

Calculated values
* E: -155320.5580 eV
* ⟨S²⟩: 2.34
* HOMO level (spin up / spin down): -6.01 / -6.31 eV
* frontier orbital gap (spin up / spin down): 0.19784 / 0.20920 Eh
* relative energy (zero: lowest compared OMol25 entry of this formula, charge and spin): 86.6 kJ/mol
* total charge: 0
* 2S+1: 3


Entry 2:
C13H22BClIrN8O4S2 | wB97M-V/def2-TZVPD

XYZ file:
```
52
Properties=species:S:1:pos:R:3:forces:R:3
Ir 0.64633 0.12837 -0.46900 0.9 -1.8 0.9
C 3.32451 0.91609 1.84078 -0.1 0.7 0.0
N 3.49425 -0.50246 1.68315 -0.1 -0.8 -0.5
C 3.76681 -1.41595 2.65574 0.0 -0.6 0.3
C 3.73709 -2.64960 2.06929 0.1 0.3 0.7
N 3.46493 -2.49368 0.75016 0.0 0.7 0.0
B 3.32980 -3.60097 -0.31436 0.3 0.0 0.0
N 1.89373 -3.60271 -0.92644 -0.9 0.3 0.2
C 1.60598 -4.37056 -2.01229 -0.4 -0.1 -0.3
C 0.27270 -4.27560 -2.27663 0.4 -0.2 -0.2
N -0.25703 -3.42207 -1.35915 0.8 0.2 0.2
C -1.63678 -3.03724 -1.23250 -0.8 0.2 0.1
C 0.74961 -3.02020 -0.54398 0.1 -0.3 0.1
S 0.47104 -1.98390 0.80817 0.0 1.0 -0.3
C 3.32982 -1.17898 0.52578 0.3 0.1 -0.2
S 3.05435 -0.44701 -1.00011 -1.1 0.3 0.1
H 3.35273 1.16345 2.89908 0.0 0.0 0.0
H 2.35123 1.21762 1.42818 0.3 0.0 0.2
H 4.11375 1.45427 1.31295 -0.1 0.0 0.1
H 3.96086 -1.11820 3.66710 0.0 0.0 0.1
H 3.87844 -3.61613 2.50454 0.1 -0.2 0.1
H 3.50116 -4.65353 0.20136 0.1 -0.3 0.2
H 4.09674 -3.37763 -1.19556 0.1 0.0 -0.3
H 2.37226 -4.91059 -2.52942 0.1 -0.1 -0.1
H -0.31890 -4.73722 -3.03964 -0.1 -0.1 -0.1
H -2.09271 -2.96703 -2.21742 0.1 0.0 0.0
H -1.71275 -2.06575 -0.74083 0.0 -0.2 -0.1
H -2.18775 -3.77007 -0.64037 0.1 0.0 0.0
O -1.43866 2.55210 -0.58474 -0.2 0.9 -0.5
Cl -1.64782 1.52997 0.36866 -0.4 0.5 -0.6
O -2.75241 1.73857 1.17443 -1.2 0.3 1.0
O -1.75103 0.26434 -0.33558 0.0 -1.0 -0.7
O -0.43435 1.40546 1.17072 1.4 -0.3 0.6
C -1.50225 4.71370 -4.73799 0.2 0.2 -0.1
C -0.33389 5.40535 -4.04033 0.0 -0.3 0.1
C -0.73427 5.90953 -2.65781 0.1 0.1 -0.3
C 0.90533 4.49646 -3.96176 0.0 1.2 -0.7
N 0.73464 3.33464 -3.13651 -0.5 -1.4 0.1
C 0.13814 2.15895 -3.39787 0.1 0.0 0.2
N 0.38492 1.35974 -2.38517 -0.2 -0.1 -0.8
N 1.10380 2.07577 -1.52274 0.1 0.2 -0.2
N 1.31803 3.23995 -1.95872 0.8 1.0 0.7
H -2.30208 5.42900 -4.90732 -0.1 0.0 0.0
H -1.91439 3.90841 -4.13262 -0.1 -0.1 0.1
H -1.20060 4.31822 -5.70708 0.0 -0.1 -0.1
H -0.01678 6.25545 -4.65540 0.0 -0.1 0.1
H -1.11618 5.10324 -2.03261 0.0 -0.1 0.1
H -1.51128 6.65928 -2.76822 -0.1 0.1 0.1
H 0.11125 6.37243 -2.15454 0.1 0.1 0.1
H 1.73589 5.04854 -3.51574 0.0 -0.1 -0.1
H 1.19253 4.15680 -4.96189 0.0 0.0 0.2
H -0.43133 1.94052 -4.27481 -0.1 -0.1 -0.2
```
Positions in Å, forces in eV/Å.

Calculated values
* E: -71641.2905 eV
* ⟨S²⟩: 6.02
* HOMO level (spin up / spin down): -10.63 / -11.69 eV
* frontier orbital gap (spin up / spin down): 0.30503 / 0.19383 Eh
* total charge: +1
* 2S+1: 5


Entry 3:
C20H23CrN3O2 | wB97M-V/def2-TZVPD

XYZ file:
```
49
Properties=species:S:1:pos:R:3:forces:R:3
Cr -0.14575 -0.04073 0.51990 -0.3 0.2 0.1
O 1.39535 1.15778 0.95848 0.1 0.1 0.1
C 2.47691 0.81686 1.54944 0.1 0.0 0.0
C 3.64915 1.61738 1.38517 -0.1 0.0 0.0
C 4.83545 1.29896 1.98857 0.1 0.0 0.0
C 4.95645 0.17071 2.82204 0.0 0.0 0.0
C 3.84275 -0.60639 3.01993 0.0 0.0 0.0
C 2.61336 -0.32235 2.40103 -0.1 0.0 0.0
C 1.48404 -1.14658 2.73959 0.1 0.0 0.1
N 0.33204 -1.09549 2.19128 0.0 0.0 0.1
C -0.76669 -1.88909 2.74337 0.0 0.0 0.0
C -1.80584 -2.03522 1.64167 0.1 0.0 -0.1
N -1.88544 -0.75632 0.98588 0.0 0.0 0.2
C -3.07456 -0.37429 0.46915 -0.1 0.0 -0.1
C -3.26261 0.79821 -0.29543 0.1 -0.1 0.1
C -4.53084 1.09975 -0.84740 0.0 0.0 0.0
C -4.75707 2.23223 -1.60438 0.0 0.0 0.0
C -3.71193 3.12507 -1.83929 0.0 0.0 0.0
C -2.45420 2.86330 -1.29886 0.0 0.0 0.0
C -2.19515 1.72878 -0.53039 0.0 0.0 0.0
O -0.97370 1.56670 -0.03259 0.1 0.0 -0.1
H 3.55829 2.48877 0.74883 0.0 0.0 0.0
H 5.69848 1.93464 1.82156 0.0 0.0 0.0
H 5.89481 -0.07322 3.30162 0.0 0.0 0.0
H 3.90002 -1.47134 3.67466 0.0 0.0 0.0
H 1.63869 -1.85199 3.56497 0.0 0.0 0.0
H -0.40533 -2.85125 3.12348 0.0 0.0 0.0
H -1.20952 -1.32985 3.57290 0.0 0.0 0.0
H -1.47131 -2.81355 0.93517 0.0 0.0 0.0
H -2.76910 -2.35163 2.06047 0.0 0.0 0.0
H -3.94203 -1.00872 0.65306 0.0 0.0 0.0
H -5.34355 0.40233 -0.66570 0.0 0.0 0.0
H -5.74377 2.41896 -2.01331 0.0 0.0 0.0
H -3.87217 4.01675 -2.43408 0.0 0.0 0.0
H -1.62888 3.54865 -1.45651 0.0 0.0 0.0
C 1.67732 -1.87093 -2.49714 0.0 0.0 0.0
C 0.61651 -0.81575 -2.17683 0.0 -0.1 0.1
C 1.13169 0.57877 -2.54122 0.0 0.0 0.0
C -0.67914 -1.11152 -2.93553 0.0 0.0 0.0
N 0.33797 -0.86584 -0.75868 0.3 -0.1 -0.4
H 1.91102 -1.86600 -3.56568 0.0 0.0 0.0
H 1.31948 -2.86466 -2.22096 0.0 0.0 0.0
H 2.59080 -1.66632 -1.93637 0.0 0.0 0.0
H 1.35368 0.63538 -3.61104 0.0 0.0 0.0
H 2.03542 0.80260 -1.97164 0.0 0.0 0.0
H 0.38306 1.32840 -2.28212 0.0 0.0 0.0
H -0.50572 -1.08920 -4.01578 0.0 0.0 0.0
H -1.43587 -0.36709 -2.68186 0.0 0.0 0.0
H -1.06253 -2.09568 -2.65942 0.0 0.0 0.0
```
Positions in Å, forces in eV/Å.

Calculated values
* E: -58101.3659 eV
* ⟨S²⟩: 0.78
* HOMO level (spin up / spin down): -1.47 / -4.17 eV
* frontier orbital gap (spin up / spin down): 0.16190 / 0.25998 Eh
* total charge: -1
* 2S+1: 2


Entry 4:
C16H44CdCrF2N4O8S | wB97M-V/def2-TZVPD

XYZ file:
```
77
Properties=species:S:1:pos:R:3:forces:R:3
Cr -2.69824 -0.86253 0.21454 2.2 -2.7 -2.8
Cd -0.19359 1.12937 -1.72365 0.8 -2.2 0.8
F -0.76796 -0.49171 -0.49589 -1.9 -1.2 1.2
F -2.71452 -2.55374 -0.95728 -0.1 2.8 2.2
S -3.10501 1.62789 -0.67327 -4.7 -0.2 2.5
O -1.91417 1.95172 -1.39358 -0.3 4.3 -1.6
O -3.55574 0.38092 -1.21696 -2.0 -3.7 -3.5
O -2.72533 1.05282 0.60679 1.8 0.7 4.9
O -4.16292 2.61427 -0.55258 2.0 0.0 -0.9
C 4.05168 0.53029 -0.91127 -1.3 1.2 0.6
C 2.50325 0.74073 -0.69431 0.1 -2.4 2.1
C 1.99447 1.84061 0.24188 0.7 0.3 -0.8
O 0.55411 2.04376 0.07683 1.2 0.0 2.2
C 0.10050 3.06330 0.99021 0.3 2.4 -0.4
N 1.86516 0.95664 -1.95158 1.9 0.1 -1.2
H 4.43808 1.46166 -1.32518 0.2 0.1 -0.1
H 4.21591 -0.25065 -1.65375 0.0 -0.2 0.3
H 4.58121 0.36581 0.02716 -0.1 -0.3 -0.1
H 2.06123 -0.16541 -0.28002 0.3 -0.5 0.0
H 2.54381 2.69982 -0.14293 -0.3 0.9 0.6
H 2.20371 1.63798 1.29224 0.1 0.0 -0.2
H -0.94583 3.15052 1.28294 -0.1 -1.3 -0.5
H 0.28219 4.01267 0.48645 0.0 0.2 -0.2
H 0.67680 3.22054 1.90194 0.3 -1.1 0.0
H 2.00428 0.20274 -2.60914 0.3 -0.5 0.3
H 2.43896 1.69736 -2.32867 -0.5 0.8 -0.8
C -0.82166 0.09495 3.23733 -0.4 -0.8 0.9
C -2.00411 -0.94430 3.20651 1.2 1.1 0.2
C -3.39498 -0.36057 3.46500 -0.3 1.0 0.8
O -4.37092 -1.32000 3.39155 -2.2 -2.3 -0.1
C -5.63673 -1.03792 4.09654 0.2 0.1 -0.7
N -1.88330 -1.74642 1.93662 -1.3 0.9 1.2
H -1.02778 0.81242 4.03159 -0.2 0.6 -0.6
H -0.47491 0.47401 2.27599 -0.7 0.5 -0.1
H 0.07623 -0.37179 3.64237 0.0 -0.6 -0.1
H -1.76829 -1.62639 4.02337 -0.3 -0.2 0.0
H -3.65629 0.46961 2.80879 0.3 0.3 -0.3
H -3.54003 0.00162 4.48279 1.2 0.7 0.3
H -6.33910 -1.87121 4.07614 0.6 -0.4 -0.6
H -6.15171 -0.22265 3.58838 0.1 0.3 0.1
H -5.55903 -0.84183 5.16593 0.8 0.4 0.0
H -2.18516 -2.65131 2.26850 -1.0 -0.6 -0.9
H -0.89811 -1.95706 1.86515 0.9 -0.1 -1.0
C 2.55573 -3.73594 0.22796 1.8 -0.7 0.4
C 1.62389 -3.55209 1.39475 0.8 0.8 0.0
C 2.20940 -2.69703 2.55909 -0.8 0.6 -0.1
O 2.77417 -1.47629 2.09117 -0.7 -1.3 -2.9
C 3.30725 -0.64971 3.02330 1.0 0.5 1.0
N 0.44722 -3.00199 0.82779 -2.5 1.1 0.1
H 2.13211 -4.36408 -0.55568 0.0 -0.3 0.3
H 3.47318 -4.16815 0.62742 0.3 -0.3 -0.5
H 2.85094 -2.81893 -0.28199 -0.2 0.4 0.4
H 1.25925 -4.50050 1.78931 0.7 -0.2 0.3
H 2.88142 -3.25793 3.20862 0.4 -0.1 -0.3
H 1.42351 -2.31392 3.21000 -0.7 -0.7 0.3
H 2.57624 -0.35433 3.77595 0.0 0.0 0.4
H 3.67421 0.25717 2.54268 -0.1 0.1 -0.2
H 4.18356 -1.13300 3.45529 0.1 0.1 0.6
H 0.55771 -2.14242 0.30912 0.5 0.3 0.0
H 0.12920 -3.65846 0.12922 -0.5 -0.1 0.0
C 0.10625 -0.20865 -5.87521 0.3 1.4 -0.1
C 0.36159 0.46806 -4.52141 -0.2 0.7 -0.3
C 0.09484 2.05350 -4.52117 0.7 -1.3 -1.1
O -0.01135 2.53410 -3.21729 -0.9 2.7 -0.3
C -0.46554 3.90853 -3.10890 0.3 0.9 0.0
N -0.51497 -0.15471 -3.50701 0.1 0.3 -0.5
H -0.94543 -0.10553 -6.14247 -0.1 -0.3 0.1
H 0.43749 -1.24529 -5.93641 -0.1 0.1 0.2
H 0.63277 0.38608 -6.62165 0.2 -0.2 -0.3
H 1.41035 0.39229 -4.23422 -0.1 -0.5 -0.2
H -0.78441 2.22056 -5.14337 -0.2 0.4 0.1
H 0.96361 2.62463 -4.84850 0.0 -0.5 -1.3
H 0.01394 4.56061 -3.83897 -0.2 -0.5 -0.7
H -0.09807 4.40964 -2.21338 0.0 -0.9 0.6
H -1.55020 4.01427 -3.12964 0.1 -0.3 -0.3
H -1.45459 -0.10666 -3.87432 -0.6 0.0 0.1
H -0.35144 -1.14240 -3.37355 0.3 -0.3 0.1
```
Positions in Å, forces in eV/Å.

Calculated values
* E: -88883.0430 eV
* ⟨S²⟩: 6.04
* HOMO level (spin up / spin down): -14.19 / -14.19 eV
* frontier orbital gap (spin up / spin down): 0.24453 / 0.09704 Eh
* total charge: +2
* 2S+1: 5


Entry 5:
C7H20N2O | wB97M-V/def2-TZVPD

XYZ file:
```
30
Properties=species:S:1:pos:R:3:forces:R:3
C 0.88937 0.83742 -1.16205 0.2 -0.5 -0.7
C 0.35972 1.19671 -2.56782 0.1 0.0 0.4
C 1.87558 -0.33668 -1.26618 -0.3 0.2 0.1
C -0.86429 1.70538 0.29245 -0.1 -0.1 0.0
N -0.16264 0.52628 -0.19134 -0.6 -0.8 0.1
O 1.59917 1.96076 -0.64715 -0.1 0.0 0.2
H 2.42813 2.03578 -1.12931 0.0 0.0 0.0
H 0.56522 -0.69213 1.32820 0.0 -0.1 0.0
H -0.08398 0.33108 -3.05355 -0.1 0.0 -0.1
H 1.18422 1.55217 -3.18628 0.0 0.0 0.0
H -0.37780 1.99346 -2.49623 -0.1 0.0 0.0
H 2.67787 -0.08357 -1.96083 0.0 0.0 -0.1
H 1.39182 -1.24049 -1.62664 0.0 -0.1 0.0
H 2.30524 -0.53244 -0.28543 0.0 0.0 0.0
H -0.16012 2.50709 0.47536 0.0 0.0 0.0
H -1.34719 1.46124 1.23502 -0.1 0.0 0.0
H -1.62845 2.05408 -0.41232 -0.1 0.1 0.0
C -1.15406 -0.53110 -0.65902 0.6 1.3 -0.2
C 0.15272 -1.37288 3.21486 0.3 0.0 0.2
C -2.16718 -0.98343 0.38286 0.4 0.2 0.1
N 0.53385 -1.57995 1.82905 0.5 -0.2 -0.1
H 1.46114 -1.99547 1.78117 -0.2 0.1 0.0
H -1.70850 -0.09639 -1.50863 0.0 -0.2 0.0
H -0.60402 -1.39849 -1.02350 0.1 0.1 0.1
H 0.07346 -2.34010 3.71752 -0.1 0.1 0.0
H -0.82089 -0.89004 3.24863 -0.1 0.0 0.1
H 0.85522 -0.74698 3.78595 -0.1 -0.1 0.0
H -2.77505 -0.16404 0.75404 -0.1 0.1 0.0
H -1.66229 -1.47532 1.20714 0.0 0.0 0.1
H -2.83628 -1.70194 -0.07599 -0.1 -0.1 -0.1
```
Positions in Å, forces in eV/Å.

Calculated values
* E: -12610.5875 eV
* SMILES string: CCN(C)C(C)(C)O.CN
* HOMO level: -8.46 eV
* frontier orbital gap: 0.34234 Eh
* relative energy (zero: lowest compared OMol25 entry of this formula, charge and spin): 82.8 kJ/mol
* total charge: 0
* 2S+1: 1


- The highest E belongs to which entry?
  C7H20N2O


- Which of these has the lowest 2S+1?
  C7H20N2O